1.
This record from the OMol25 dataset describes C25H27N3O8S in the gas phase in a non-equilibrium geometry. The level of theory is ωB97M-V/def2-TZVPD.

XYZ file:
```
64
Properties=species:S:1:pos:R:3
C -4.10 -1.14 1.55
C -3.42 -1.51 0.29
N -3.57 -0.82 -0.80
O -2.79 -1.38 -1.76
C -2.16 -2.45 -1.25
C -2.52 -2.59 0.07
C -2.09 -3.66 1.03
H -2.15 -3.28 2.06
H -2.75 -4.53 0.94
O -0.80 -4.16 0.74
C 0.26 -3.33 0.85
C 1.47 -3.83 0.35
C 2.61 -3.05 0.38
C 2.56 -1.76 0.92
C 1.36 -1.28 1.44
C 0.22 -2.05 1.40
H -0.69 -1.63 1.77
H 1.31 -0.30 1.88
C 3.77 -0.92 0.87
O 4.81 -1.23 0.33
O 3.58 0.28 1.45
C 4.64 1.20 1.38
H 5.51 0.83 1.93
H 4.28 2.11 1.87
C 5.16 1.54 -0.02
O 6.29 1.96 -0.16
N 4.36 1.37 -1.11
C 3.02 0.99 -1.25
C 2.68 0.14 -2.29
C 1.36 -0.26 -2.49
C 0.37 0.19 -1.63
C 0.72 1.05 -0.60
C 2.02 1.48 -0.41
H 2.22 2.16 0.39
S -0.56 1.62 0.51
O -1.37 0.49 0.89
O 0.05 2.38 1.55
N -1.45 2.58 -0.54
C -1.07 3.98 -0.52
H 0.01 4.04 -0.38
C -1.79 4.72 0.62
H -1.61 5.80 0.55
O -3.18 4.54 0.54
C -3.53 3.17 0.60
H -4.62 3.13 0.54
C -2.89 2.40 -0.55
H -3.10 1.33 -0.47
H -3.26 2.77 -1.51
H -3.19 2.74 1.55
H -1.40 4.34 1.58
H -1.35 4.41 -1.48
H -0.66 -0.09 -1.75
H 1.12 -0.92 -3.30
H 3.45 -0.23 -2.95
H 4.89 1.41 -1.97
H 3.54 -3.41 -0.02
H 1.49 -4.82 -0.06
C -1.24 -3.21 -2.13
H -1.32 -4.28 -1.92
H -1.50 -3.02 -3.17
H -0.21 -2.91 -1.95
H -4.48 -2.03 2.07
H -4.92 -0.46 1.34
H -3.39 -0.63 2.20
```

The total energy is -58047.786 eV. As for the structure (SMILES): Cc1noc(C)c1COc1ccc(C(=O)OCC(=O)Nc2cccc(S(=O)(=O)N3CCOCC3)c2)cc1. The value obtained for the lowest unoccupied orbital energy is 0.351 eV.


2.
This record from the OMol25 dataset describes 5 unconnected molecules or ions with the total composition C20H46N2O10PS. The level of theory is ωB97M-V/def2-TZVPD.

XYZ file:
```
80
Properties=species:S:1:pos:R:3
O -1.15 3.62 4.59
P -0.54 2.70 3.46
O 0.81 3.50 3.21
S -1.63 2.13 2.02
C 0.11 1.24 4.37
C 0.92 1.30 5.47
C 1.40 0.11 6.05
N 1.10 -1.08 5.56
N 0.32 -1.09 4.50
C -0.19 -0.04 3.89
H -2.12 3.64 4.52
H 1.16 3.35 2.32
H 1.22 2.25 5.90
H 2.03 0.11 6.92
H 0.12 -2.03 4.15
H -0.79 -0.20 3.00
C 1.09 -1.24 0.54
O -0.29 -0.91 0.55
C -0.66 -0.09 -0.56
C -1.31 -0.88 -1.66
O -0.40 -1.78 -2.27
C -0.57 -3.13 -1.86
H 1.26 -1.99 1.31
H 1.40 -1.65 -0.42
H 1.71 -0.36 0.76
H 0.21 0.45 -0.94
H -1.37 0.65 -0.18
H -1.66 -0.19 -2.43
H -2.19 -1.42 -1.28
H -1.49 -3.55 -2.27
H -0.59 -3.23 -0.78
H 0.28 -3.70 -2.25
C -3.77 5.56 3.25
O -4.29 4.40 2.63
C -5.71 4.32 2.69
C -6.36 4.77 1.40
O -6.14 6.15 1.15
C -5.15 6.41 0.18
H -2.72 5.63 2.98
H -4.28 6.47 2.91
H -3.87 5.50 4.34
H -6.09 4.92 3.52
H -5.98 3.27 2.87
H -7.44 4.61 1.47
H -5.98 4.17 0.56
H -5.49 6.12 -0.82
H -4.21 5.88 0.40
H -4.97 7.48 0.18
C 4.12 -7.91 -2.10
O 2.88 -8.59 -1.99
C 2.08 -8.16 -0.90
C 0.97 -7.23 -1.35
O 1.47 -6.01 -1.86
C 1.49 -5.95 -3.27
H 4.57 -8.22 -3.04
H 3.99 -6.83 -2.09
H 4.79 -8.19 -1.28
H 2.70 -7.66 -0.15
H 1.64 -9.04 -0.44
H 0.33 -7.00 -0.49
H 0.36 -7.74 -2.10
H 0.48 -5.90 -3.68
H 2.01 -6.82 -3.70
H 2.03 -5.05 -3.55
C 1.38 1.04 -3.30
O 2.04 1.79 -2.30
C 3.42 1.46 -2.17
C 4.31 2.46 -2.86
O 4.13 2.43 -4.27
C 3.35 3.50 -4.77
H 0.39 1.47 -3.44
H 1.92 1.07 -4.26
H 1.27 -0.01 -2.99
H 3.61 0.46 -2.56
H 3.66 1.46 -1.10
H 5.35 2.21 -2.65
H 4.12 3.47 -2.47
H 3.88 4.45 -4.68
H 2.39 3.58 -4.25
H 3.17 3.29 -5.82
```

As for the charge: +1. The total energy is -65055.268 eV. For the energy above the lowest of the compared OMol25 structures with the same formula, charge and spin, the calculation gives 0.0 kJ/mol. The value obtained for the lowest unoccupied orbital energy is -5.025 eV.


3.
This record from the OMol25 dataset describes C7H12 in the gas phase. The level of theory is ωB97M-V/def2-TZVPD.

XYZ file:
```
19
Properties=species:S:1:pos:R:3
C 2.36 1.79 -0.80
C 0.84 1.79 -0.97
C 0.24 0.58 -0.26
C -1.29 0.45 -0.31
C -1.62 -0.82 0.35
C -1.62 -1.89 0.92
C -1.52 -3.17 1.61
H 2.64 2.16 0.20
H 2.76 0.78 -0.89
H 2.87 2.42 -1.54
H 0.41 2.72 -0.58
H 0.58 1.75 -2.04
H 0.55 0.59 0.79
H 0.66 -0.33 -0.70
H -1.78 1.29 0.19
H -1.65 0.45 -1.35
H -0.47 -3.36 1.88
H -1.85 -4.00 0.98
H -2.10 -3.18 2.53
```

The total energy is -7452.051 eV. For the energy above the lowest of the compared OMol25 structures with the same formula, charge and spin, the calculation gives 133.2 kJ/mol. As for the structure (SMILES): CC#CCCCC. The value obtained for the lowest unoccupied orbital energy is 1.073 eV.


4.
This record from the OMol25 dataset describes C20H20N2O in the gas phase in a non-equilibrium geometry. The level of theory is ωB97M-V/def2-TZVPD.

XYZ file:
```
43
Properties=species:S:1:pos:R:3
N -3.41 4.65 -4.12
C -3.46 3.87 -3.29
C 3.48 1.40 2.43
C 2.88 0.33 2.75
O 0.99 -2.84 2.78
C -4.41 2.38 -1.52
C -3.82 1.50 -0.55
C -3.39 2.91 -2.25
C -2.41 1.46 -0.74
C -1.50 0.82 1.40
C -0.44 0.16 2.17
C -0.41 -0.23 -0.55
C -1.43 0.67 -0.02
C 0.51 -0.80 1.56
C 0.51 -0.98 0.15
N -2.21 2.33 -1.79
C -0.89 2.66 -2.25
C 0.77 -3.26 -0.77
C 2.14 -1.39 -1.58
C 2.25 -0.88 3.28
C 2.45 -2.07 0.90
C 1.58 -1.68 2.13
C 1.51 -1.97 -0.33
H 3.98 2.19 1.90
H 0.20 -2.93 2.23
H -5.46 2.67 -1.59
H -4.41 0.89 0.14
H -2.31 1.37 1.85
H -0.52 0.26 3.27
H -0.48 -0.55 -1.63
H -0.82 2.57 -3.31
H -0.11 1.87 -1.91
H -0.60 3.64 -1.90
H 0.03 -3.05 -1.55
H 1.50 -4.01 -1.19
H 0.27 -3.72 0.08
H 2.40 -0.29 -1.36
H 1.41 -1.50 -2.41
H 3.01 -2.00 -1.92
H 1.47 -0.63 4.03
H 3.05 -1.40 3.81
H 2.84 -3.00 1.11
H 3.28 -1.41 0.59
```

The total energy is -26088.579 eV. For the energy above the lowest of the compared OMol25 structures with the same formula, charge and spin, the calculation gives 381.8 kJ/mol. As for the structure (SMILES): C#CC[C@]1(O)CC(C)(C)c2cc(-c3ccc(C#N)n3C)ccc21. The value obtained for the lowest unoccupied orbital energy is 0.179 eV.


5.
This record from the OMol25 dataset describes 2 unconnected molecules or ions with the total composition C18H16ClNO4S in a non-equilibrium geometry. The level of theory is ωB97M-V/def2-TZVPD.

XYZ file:
```
41
Properties=species:S:1:pos:R:3
O 5.06 7.29 -1.42
N 4.93 6.64 -0.35
O 5.59 6.89 0.69
C 3.99 5.55 -0.32
C 3.83 4.81 0.86
C 2.93 3.74 0.90
C 2.16 3.40 -0.24
S 0.79 2.16 -0.10
C 1.25 0.54 -0.66
Cl 0.42 -0.81 -0.20
O 0.58 2.09 1.33
O -0.25 2.71 -0.96
C 2.33 4.16 -1.41
C 3.25 5.23 -1.46
H 4.41 5.09 1.74
H 2.81 3.22 1.85
H 2.09 0.39 -1.35
H 1.73 3.96 -2.31
H 3.37 5.82 -2.36
C -0.74 -3.85 -0.92
C -0.94 -4.06 -2.45
C -2.28 -3.42 -2.72
C -2.75 -2.76 -1.59
C -1.89 -2.97 -0.48
C -2.41 -2.91 0.86
C -3.68 -2.29 1.12
C -4.25 -2.33 2.39
C -3.60 -2.98 3.45
C -2.41 -3.67 3.19
C -1.82 -3.63 1.93
H -0.87 -4.83 -0.43
H 0.28 -3.53 -0.68
H -0.12 -3.63 -3.04
H -0.95 -5.14 -2.66
H -2.77 -3.49 -3.70
H -3.67 -2.17 -1.50
H -4.24 -1.86 0.29
H -5.24 -1.87 2.54
H -4.05 -2.98 4.44
H -1.95 -4.27 3.98
H -0.92 -4.22 1.73
```

The total energy is -51954.773 eV. For the energy above the lowest of the compared OMol25 structures with the same formula, charge and spin, the calculation gives 895.2 kJ/mol. The value obtained for the lowest unoccupied orbital energy is -2.727 eV.


6.
This record from the OMol25 dataset describes 2 unconnected molecules or ions with the total composition C2H7NO. The level of theory is ωB97M-V/def2-TZVPD.

XYZ file:
```
11
Properties=species:S:1:pos:R:3
C 2.11 -1.03 -1.49
H 1.93 -0.13 -0.91
H 2.50 -0.76 -2.47
H 1.22 -1.64 -1.64
H 2.84 -1.67 -1.02
C -1.17 0.33 1.00
N -1.22 0.34 -0.37
O -0.20 0.67 1.63
H -2.09 -0.03 1.48
H -2.08 0.18 -0.86
H -0.52 0.94 -0.77
```

The total energy is -5725.217 eV. For the energy above the lowest of the compared OMol25 structures with the same formula, charge and spin, the calculation gives 2.3 kJ/mol. As for the structure (SMILES): NC=O.C. The value obtained for the lowest unoccupied orbital energy is 0.925 eV.


7.
This record from the OMol25 dataset describes a molecular structure, C3HCuFO in a non-equilibrium geometry. The level of theory is ωB97M-V/def2-TZVPD.

XYZ file:
```
7
Properties=species:S:1:pos:R:3
O 2.47 -1.08 0.12
C 1.51 -0.42 -0.19
C 0.87 0.60 -0.80
C -0.01 0.35 0.20
H 0.44 1.77 -0.32
F -3.42 -0.96 0.60
Cu -1.86 -0.27 0.39
```

Its spin multiplicity is 2. The total energy is -52524.329 eV. The expectation value of S² is 0.76. The value obtained for the lowest unoccupied orbital energy (spin up / spin down) is -1.909 / -2.607 eV.


8.
This record from the OMol25 dataset describes 2 unconnected molecules or ions with the total composition C2H6Cl2O in a non-equilibrium geometry. The level of theory is ωB97M-V/def2-TZVPD.

XYZ file:
```
11
Properties=species:S:1:pos:R:3
Cl 0.53 0.54 2.41
Cl -0.79 0.17 -0.57
C 1.44 0.35 0.90
C 0.74 1.01 -0.22
H 2.44 0.84 0.88
H 1.60 -0.74 0.78
H 0.54 2.05 0.11
H 1.34 1.07 -1.15
O -2.75 -1.83 -1.42
H -2.02 -1.24 -1.15
H -3.07 -2.23 -0.58
```

The total energy is -29263.417 eV. For the energy above the lowest of the compared OMol25 structures with the same formula, charge and spin, the calculation gives 46.0 kJ/mol. As for the structure (SMILES): ClCCCl.O. The value obtained for the lowest unoccupied orbital energy is 0.726 eV.


9.
This record from the OMol25 dataset describes C6H7NO in the gas phase in a non-equilibrium geometry. The level of theory is ωB97M-V/def2-TZVPD.

XYZ file:
```
15
Properties=species:S:1:pos:R:3
C -0.32 -1.36 -0.01
C -1.50 -0.54 -0.01
C 0.71 0.86 -0.81
C 0.57 0.88 0.72
C 0.89 -0.68 -0.70
C 0.66 -0.63 0.84
N -2.53 -0.03 -0.17
O -3.57 0.56 -0.11
H -0.55 -2.34 0.23
H -0.26 1.15 -1.11
H 1.39 1.45 -1.39
H 1.49 1.38 1.22
H -0.28 1.44 0.91
H 1.80 -1.15 -1.07
H 1.49 -0.99 1.44
```

The total energy is -9867.264 eV. For the energy above the lowest of the compared OMol25 structures with the same formula, charge and spin, the calculation gives 520.4 kJ/mol. As for the structure (SMILES): [O-][N+]#C[C@H]1[C@H]2CC[C@@H]12. The value obtained for the lowest unoccupied orbital energy is 0.870 eV.


10.
This record from the OMol25 dataset describes 2 unconnected molecules or ions with the total composition C3H6N2P in a non-equilibrium geometry. The level of theory is ωB97M-V/def2-TZVPD.

XYZ file:
```
12
Properties=species:S:1:pos:R:3
C 2.20 2.09 -0.02
C 0.28 -1.05 0.26
C -1.83 -0.04 -0.29
N 1.54 1.17 0.12
N -0.85 -0.62 0.61
P 1.78 -1.43 -0.20
H 2.78 2.97 -0.13
H -2.04 -0.71 -1.12
H -2.76 0.15 0.24
H -1.45 0.89 -0.69
H -1.11 -0.62 1.60
H 1.46 -2.80 -0.38
```

As for the charge: +1. The total energy is -15467.576 eV. For the energy above the lowest of the compared OMol25 structures with the same formula, charge and spin, the calculation gives 0.0 kJ/mol. The value obtained for the lowest unoccupied orbital energy is -4.645 eV.


11.
This record from the OMol25 dataset describes a molecular structure, C22H43N2P3SeV in a non-equilibrium geometry. The level of theory is ωB97M-V/def2-TZVPD.

XYZ file:
```
72
Properties=species:S:1:pos:R:3
V 0.07 -0.03 -0.41
P -2.52 -0.19 -0.76
P 0.11 -2.45 -0.47
P -0.16 2.34 -0.59
H 2.11 -1.04 -2.18
C 1.93 -0.09 -1.65
C 2.39 0.02 -0.29
H 2.64 -0.89 0.29
C -3.19 -0.06 -2.47
C -3.53 -1.65 -0.27
C -3.57 1.12 0.03
C 1.79 -3.19 -0.40
C -0.65 -3.67 0.68
C -0.50 -3.16 -2.05
C 1.44 3.23 -0.57
C -0.97 3.25 0.79
C -0.94 3.13 -2.05
H 2.10 0.78 -2.29
H 2.97 0.92 -0.01
H -4.29 -0.13 -2.45
H -2.79 -0.87 -3.09
H -2.89 0.89 -2.92
H -4.60 -1.41 -0.40
H -3.37 -1.88 0.79
H -3.30 -2.54 -0.87
H -4.63 0.82 -0.03
H -3.45 2.08 -0.48
H -3.30 1.23 1.08
H 1.73 -4.24 -0.71
H 2.14 -3.14 0.63
H 2.50 -2.67 -1.05
H -0.33 -4.68 0.37
H -1.75 -3.64 0.67
H -0.28 -3.51 1.71
H -0.06 -4.16 -2.10
H -0.17 -2.55 -2.90
H -1.60 -3.24 -2.06
H 1.25 4.28 -0.83
H 2.14 2.81 -1.29
H 1.87 3.19 0.44
H -0.86 4.32 0.59
H -0.47 3.01 1.73
H -2.03 3.00 0.87
H -0.54 4.15 -2.06
H -2.03 3.16 -1.95
H -0.66 2.60 -2.97
C 1.34 0.16 -5.37
C 2.70 -0.07 -5.02
C 3.68 -0.07 -6.01
C 3.34 0.15 -7.36
C 1.99 0.35 -7.71
C 1.00 0.36 -6.73
Se -0.05 0.21 -4.18
H 0.24 -0.11 -1.98
H 2.96 -0.23 -3.98
H 4.72 -0.24 -5.72
H 4.11 0.15 -8.12
H 1.72 0.51 -8.75
H -0.04 0.51 -6.99
N -1.77 -0.77 2.13
C -0.66 -0.05 2.65
C -0.65 0.23 4.03
C 0.43 0.92 4.56
C 1.45 1.31 3.68
C 1.34 1.03 2.33
N 0.30 0.32 1.80
H -1.61 -1.78 2.14
H -2.60 -0.61 2.69
H -1.50 -0.14 4.62
H 0.47 1.15 5.62
H 2.33 1.83 4.04
H 2.13 1.36 1.65
```

As for the charge: +4. Its spin multiplicity is 2. The total energy is -145346.525 eV. The expectation value of S² is 0.77. The value obtained for the lowest unoccupied orbital energy (spin up / spin down) is -15.392 / -15.294 eV.


12.
This record from the OMol25 dataset describes 3 unconnected molecules or ions with the total composition C26H54ClF3N6O5P3 in a non-equilibrium geometry. The level of theory is ωB97M-V/def2-TZVPD.

XYZ file:
```
98
Properties=species:S:1:pos:R:3
C 3.74 -0.41 5.18
C 3.74 0.50 3.98
C 4.44 1.69 3.96
C 4.44 2.49 2.84
C 3.72 2.17 1.70
C 3.71 3.03 0.46
C 3.02 4.40 0.70
C 5.19 3.29 0.05
C 2.98 0.98 1.73
O 2.25 0.63 0.64
C 0.80 0.53 0.88
C 0.20 1.65 1.69
C -0.98 2.26 0.91
O -1.84 3.05 1.76
C -1.68 4.37 1.67
F -2.12 4.95 2.80
F -0.42 4.78 1.48
F -2.45 4.89 0.66
P -0.31 0.99 3.23
O -1.93 0.48 3.07
Cl -0.49 2.64 4.56
C 3.01 0.17 2.85
H 4.47 -1.22 5.06
H 3.96 0.15 6.09
H 2.76 -0.89 5.27
H 5.01 1.97 4.84
H 5.04 3.40 2.87
H 3.20 2.49 -0.32
H 2.01 4.37 0.31
H 3.54 5.15 0.09
H 3.02 4.70 1.74
H 5.77 2.39 0.25
H 5.56 4.11 0.67
H 5.21 3.55 -1.01
H 0.34 0.46 -0.11
H 0.62 -0.44 1.37
H -1.59 1.43 0.53
H -0.63 2.81 0.03
H -2.47 1.04 3.64
H 2.43 -0.75 2.85
O 5.37 -2.58 -0.28
P 4.17 -3.32 -0.77
N 4.87 -4.81 -1.24
C 4.42 -5.67 -2.32
C 5.34 -5.59 -0.11
N 3.76 -2.31 -2.14
C 4.19 -2.67 -3.48
C 4.07 -0.90 -1.89
N 2.54 -3.89 -0.55
C 1.55 -3.82 -1.60
C 1.96 -3.34 0.70
H 3.51 -6.23 -2.08
H 5.21 -6.40 -2.54
H 4.26 -5.13 -3.24
H 4.51 -6.07 0.43
H 5.89 -4.96 0.58
H 6.03 -6.37 -0.45
H 5.27 -2.91 -3.54
H 4.00 -1.84 -4.16
H 3.63 -3.51 -3.88
H 5.14 -0.67 -2.03
H 3.80 -0.64 -0.87
H 3.49 -0.27 -2.56
H 1.32 -2.80 -1.91
H 0.64 -4.29 -1.23
H 1.85 -4.39 -2.48
H 1.78 -2.27 0.63
H 2.65 -3.51 1.54
H 1.03 -3.85 0.95
O -5.18 -1.14 -2.13
P -6.14 -0.06 -1.74
N -5.91 1.06 -3.00
C -6.03 2.50 -2.91
C -6.40 0.58 -4.28
N -5.40 0.45 -0.24
C -4.52 1.61 -0.21
C -4.73 -0.65 0.46
N -7.74 0.47 -1.26
C -7.94 1.44 -0.20
C -8.63 -0.69 -1.03
H -7.07 2.85 -2.86
H -5.58 2.95 -3.80
H -5.48 2.91 -2.07
H -7.50 0.62 -4.34
H -6.09 -0.45 -4.44
H -5.99 1.17 -5.10
H -3.75 1.58 -0.99
H -4.02 1.69 0.76
H -5.07 2.55 -0.30
H -3.74 -0.87 0.05
H -5.32 -1.56 0.41
H -4.62 -0.38 1.51
H -7.60 1.10 0.77
H -9.02 1.64 -0.14
H -7.47 2.39 -0.44
H -8.35 -1.26 -0.14
H -8.59 -1.37 -1.89
H -9.67 -0.37 -0.94
```

As for the charge: -1. The total energy is -95557.764 eV. The value obtained for the lowest unoccupied orbital energy is 2.242 eV.